Record 1
{"formula": "C16H23BInNO", "method": "ωB97M-V/def2-TZVPD", "e_homo_ev": 2.19, "fmax_ev_per_a": 5.06, "multiplicity": 1, "relative_energy_kcal_mol": 9.4, "total_charge": -2, "e_tot_ev": -26346.64745, "orbital_gap_ev": 2.417, "species": ["C", "C", "H", "H", "H", "H", "C", "H", "C", "C", "C", "H", "C", "C", "H", "C", "C", "H", "H", "H", "H", "H", "C", "H", "H", "C", "H", "H", "H", "C", "H", "O", "In", "C", "H", "B", "H", "H", "N", "C", "H", "H", "C"], "positions_angstrom": [[-2.33955, 0.43769, 1.55407], [2.30659, 0.24464, -0.29330], [2.64557, -0.14680, -1.23858], [1.56902, 2.65382, 1.92414], [-1.34479, 1.72196, -1.40285], [-1.97094, 2.18150, 2.88813], [0.49865, 0.60128, -3.22507], [1.88161, 2.39123, -0.73302], [-1.31721, 2.34783, 0.74944], [2.09411, 0.49474, 2.02284], [-2.09991, 0.25243, 0.12756], [0.99000, 0.44177, 5.51271], [0.51145, -2.48453, -1.82063], [1.95696, 1.59263, -0.00857], [0.54915, 1.24785, -4.12380], [-0.29446, -0.60093, -3.55403], [2.28986, -0.49553, 0.96462], [-2.85705, -0.27526, 2.18647], [1.56235, -2.62424, -1.56970], [2.24644, 0.32529, 3.07989], [0.15738, 1.27784, -2.43114], [2.62373, -1.51843, 1.09095], [-1.86777, 1.72569, 1.91448], [-2.17616, -1.49328, -2.91563], [0.07689, -1.15750, 6.24204], [-1.76663, -0.59623, -3.39622], [-2.20872, -0.56152, -4.40918], [-2.23659, 0.23920, -2.85722], [-0.03149, -3.42479, -1.68767], [1.80667, 1.73396, 1.40549], [-2.55849, -0.50506, -0.48867], [-0.07323, -1.62434, -0.89359], [-0.05205, -0.85778, 0.87315], [-1.50170, 1.48318, -0.35834], [1.53002, 0.38610, -2.94180], [-0.00396, -0.26649, 5.41342], [-0.99869, 0.40262, 5.66044], [-0.14271, -2.75259, -3.84868], [-0.18889, -1.34030, 2.91986], [0.35318, -1.93206, -3.30995], [-0.87818, 3.33473, 0.70296], [1.36301, -1.99022, -3.74259], [-0.10346, -0.87012, 4.01756]], "forces_ev_per_angstrom": [[0.32, 0.98, -0.29], [-0.16, 1.14, 1.29], [-0.48, -0.14, -0.08], [-0.05, -0.11, 0.00], [0.24, -0.20, 0.33], [0.29, -0.13, 0.13], [0.17, 0.79, -0.68], [-0.19, -0.12, -0.04], [-1.19, -1.03, -0.42], [-0.41, 0.61, -1.04], [0.71, 0.92, 0.73], [-0.12, -0.17, -0.27], [-0.54, 0.34, 0.38], [0.84, -1.40, 0.35], [0.32, 0.52, 0.02], [0.94, -1.69, 0.44], [-0.07, 1.14, -0.35], [0.10, 0.12, 0.02], [0.53, -0.26, -0.08], [-0.45, -0.08, -0.02], [-0.18, -0.17, 0.20], [0.29, 0.09, 0.06], [-0.19, -0.54, -0.86], [0.06, -0.15, 0.07], [-0.01, -0.13, -0.16], [-0.63, 0.11, -0.69], [-0.78, -0.01, -0.04], [0.27, 0.19, 0.12], [0.27, -0.62, -0.38], [0.89, -0.89, -0.03], [0.14, -0.10, -0.09], [-0.82, -0.24, -0.70], [0.19, 1.55, -0.68], [-0.26, 0.02, 1.27], [0.10, -0.18, -0.20], [0.08, 0.65, 1.49], [0.09, -0.15, -0.25], [-0.45, 0.00, -0.08], [0.15, 1.06, 4.81], [0.15, -0.02, 0.22], [0.04, -0.03, 0.03], [0.26, 0.33, 0.07], [-0.45, -1.99, -4.63]], "lowdin_charge": [-0.2253, -0.1670, 0.0779, 0.0803, 0.0669, 0.0740, -0.1759, 0.0842, -0.1671, -0.1877, -0.2247, 0.0062, -0.3219, -0.1573, 0.0270, -0.4566, -0.2597, 0.0790, 0.0713, 0.0759, 0.0218, 0.0791, -0.1705, 0.0534, -0.0041, -0.1841, 0.0217, 0.0400, 0.0710, -0.1726, 0.0807, -0.3553, 0.9158, -0.1451, 0.0410, -0.4512, 0.0058, 0.0611, 0.0696, -0.2434, 0.0774, 0.0622, -0.1740]}



Record 2
{"formula": "C3H5FO2Sm", "method": "ωB97M-V/def2-TZVPD", "e_homo_ev": [-5.59, -5.63], "fmax_ev_per_a": 2.27, "multiplicity": 7, "s2": 12.01, "total_charge": 0, "e_tot_ev": -27906.41548, "orbital_gap_ev": [5.103, 5.023], "species": ["H", "H", "C", "H", "C", "C", "O", "Sm", "O", "H", "H", "F"], "positions_angstrom": [[-2.78950, 1.87699, 2.13029], [-0.92150, -2.51940, -1.69027], [-0.37202, -1.83985, -1.02502], [-2.57365, 1.22622, 0.56242], [0.77820, -1.24893, -1.46604], [-2.10522, 1.90633, 1.27873], [1.57306, -0.57976, -0.60732], [0.67700, -0.53882, 1.42288], [-0.52472, -2.03358, 0.31082], [1.16404, -1.45784, -2.47209], [-1.90985, 2.97052, 1.11875], [-0.78969, 1.37515, 1.76195]], "forces_ev_per_angstrom": [[0.41, -0.16, 0.29], [-0.08, 0.44, 0.11], [1.68, -1.09, -0.58], [0.92, 0.46, -0.52], [-0.78, -0.41, -0.07], [0.47, -0.17, 1.83], [0.16, -0.03, 0.23], [0.29, -0.59, -0.36], [-0.64, 0.83, 0.59], [-0.35, 0.54, 0.06], [-0.04, -0.55, -0.90], [-2.04, 0.72, -0.68]], "mulliken_spin": [-0.0004, -0.0032, -0.0058, 0.0016, 0.0029, 0.0001, -0.0247, 6.0524, -0.0224, -0.0009, -0.0008, 0.0010]}



Record 3
{"formula": "ClNO5S2", "method": "ωB97M-V/def2-TZVPD", "e_homo_ev": -0.99, "fmax_ev_per_a": 2.26, "multiplicity": 1, "relative_energy_kcal_mol": 8.4, "total_charge": -2, "e_tot_ev": -45919.59314, "orbital_gap_ev": 7.243, "species": ["S", "S", "N", "O", "O", "O", "O", "O", "Cl"], "positions_angstrom": [[-1.15761, 0.69814, -0.26239], [0.91698, -0.40438, 0.22916], [-0.34916, -0.55870, -0.84803], [0.80612, -0.73222, 1.62824], [0.01712, 1.35149, 0.45500], [2.15484, 0.17838, -0.24356], [-1.70268, 1.54600, -1.32208], [-2.20636, 0.31706, 0.67691], [1.52074, -2.39577, -0.31325]], "forces_ev_per_angstrom": [[-1.66, 1.20, -0.32], [0.54, -0.44, -1.02], [1.01, 0.15, 1.34], [-0.35, 0.30, 0.43], [-0.28, 0.41, 0.18], [-0.14, 0.64, 0.04], [0.28, -0.08, -0.13], [0.02, -0.09, 0.10], [0.59, -2.09, -0.62]], "lowdin_charge": [0.2948, 0.1976, -0.4078, -0.4471, -0.4344, -0.4598, -0.4172, -0.4051, 0.0790]}



Record 4
{"formula": "C28H22FeN8O", "method": "ωB97M-V/def2-TZVPD", "e_homo_ev": [-6.73, -6.85], "fmax_ev_per_a": 1.02, "multiplicity": 5, "s2": 6.01, "relative_energy_kcal_mol": 0.0, "total_charge": 0, "e_tot_ev": -77750.80212, "orbital_gap_ev": [6.486, 6.585], "species": ["H", "C", "C", "C", "C", "H", "N", "C", "N", "O", "C", "H", "H", "C", "C", "H", "N", "N", "C", "C", "H", "C", "C", "C", "N", "C", "N", "H", "H", "H", "H", "H", "C", "H", "C", "H", "C", "C", "H", "C", "C", "Fe", "H", "H", "C", "N", "H", "C", "H", "C", "N", "H", "H", "C", "H", "C", "H", "C", "C", "C"], "positions_angstrom": [[-3.91467, 2.81843, -4.11732], [-2.84744, 1.14372, -3.28214], [-1.85695, 0.79999, -2.35955], [0.37860, -1.86132, -1.17987], [-2.49276, 3.43438, -2.68723], [2.83015, 1.63786, 3.55267], [2.08261, -0.34235, -0.52488], [1.75697, -1.62652, -0.81091], [0.72714, -0.43350, 2.03668], [0.06804, 2.53645, 1.19786], [2.76891, -0.93776, 3.17119], [-2.05358, 2.51673, 3.12500], [-2.71605, 4.48965, -2.77199], [4.01976, -2.33852, -0.48899], [-0.01135, -3.17183, -1.31415], [-1.62569, 4.09113, 2.40664], [0.84761, 2.13221, 3.27978], [-1.99628, 0.44337, 1.03687], [-1.53784, 3.01324, -1.74220], [-2.05045, -1.49851, -2.98076], [-1.08583, 3.69895, 4.03969], [0.89507, -4.22636, -1.16814], [-2.94152, 1.12988, 0.94963], [2.21281, -4.00832, -0.89793], [-1.22775, 1.73506, -1.59518], [0.48284, -1.73682, 1.95002], [-4.00416, 1.81083, 0.91586], [-0.43495, -1.99716, 1.43884], [-4.17294, 0.42451, -4.80786], [0.65923, 2.23535, 4.26428], [1.11678, -3.73727, 2.28512], [-3.47229, -1.91620, -4.51818], [1.83374, -0.04668, 2.67804], [4.75353, -3.13125, -0.47168], [2.67963, -2.67667, -0.75971], [-1.71323, -2.52064, -2.91446], [4.36140, -1.03705, -0.28166], [2.04373, 1.44499, 2.82724], [0.53722, -5.24406, -1.27879], [2.54363, -2.29370, 2.99532], [-3.03711, -1.14288, -3.91177], [-0.14659, 0.67982, 0.04090], [-1.04808, 3.72805, -1.08868], [3.65187, -0.55936, 3.65420], [1.35852, -2.70100, 2.41630], [-4.13702, 4.14335, 0.18049], [3.60636, 0.98240, -0.08169], [-4.00799, 3.04735, 0.52402], [3.27219, -3.03186, 3.30810], [3.34590, -0.05150, -0.28752], [-0.43687, -0.78309, -1.27618], [2.31395, 1.90007, 1.86445], [5.37881, -0.75824, -0.09939], [-3.46579, 0.14182, -4.05797], [2.90913, -4.81949, -0.81330], [-1.45408, -0.56285, -2.17130], [-1.05170, -3.37422, -1.45364], [-1.26835, 3.28354, 3.05055], [-0.06389, 2.61831, 2.41811], [-3.16293, 2.50554, -3.41283]], "forces_ev_per_angstrom": [[-0.21, -0.03, -0.15], [-0.22, -0.05, -0.11], [0.25, 0.09, 0.58], [-0.28, -0.20, -0.06], [0.12, 0.48, 0.46], [0.15, 0.01, -0.08], [0.56, 0.61, 0.01], [-0.56, 0.50, -0.30], [0.19, 0.18, 0.07], [0.22, -0.16, -0.45], [-0.21, 0.00, -0.17], [0.13, 0.24, -0.06], [-0.03, -0.06, 0.03], [-0.11, -0.13, -0.13], [0.01, -0.19, 0.03], [0.00, -0.25, -0.03], [-0.07, 0.08, -0.21], [0.03, -0.02, 0.12], [0.01, -0.71, -0.18], [0.07, -0.32, -0.05], [0.17, -0.14, 0.06], [0.09, -0.41, 0.04], [0.74, -0.57, 0.12], [0.16, 0.27, -0.25], [0.06, 0.71, 0.26], [-0.23, 0.15, -0.07], [-0.75, -0.61, 0.31], [-0.07, -0.08, 0.05], [-0.46, 0.05, -0.24], [0.08, -0.11, -0.10], [-0.01, -0.32, -0.04], [-0.09, -0.23, -0.19], [0.01, 0.21, -0.02], [0.16, -0.03, 0.07], [-0.09, -0.28, 0.32], [-0.24, 0.03, -0.22], [-0.37, 0.25, -0.05], [-0.25, 0.07, -0.06], [-0.01, 0.03, 0.05], [0.02, -0.20, 0.09], [-0.19, 0.02, -0.06], [0.04, 0.24, 0.32], [0.03, -0.12, -0.04], [0.24, -0.01, 0.13], [0.00, 0.10, -0.01], [0.15, 0.56, -0.11], [-0.14, 0.00, 0.00], [-0.32, 0.72, -0.25], [0.00, 0.08, 0.09], [-0.09, -0.50, -0.04], [0.38, 0.70, -0.01], [0.05, -0.19, 0.19], [0.37, 0.17, 0.08], [0.51, -0.15, 0.08], [0.24, -0.29, 0.01], [0.38, -0.46, -0.03], [-0.27, -0.26, -0.05], [-0.13, -0.10, -0.37], [-0.34, 0.43, 0.81], [0.14, 0.21, -0.19]], "mulliken_spin": [0.0003, -0.0085, -0.0221, -0.0028, -0.0010, 0.0000, 0.0582, -0.0112, 0.0238, 0.0179, -0.0015, 0.0005, -0.0009, 0.0040, 0.0093, 0.0004, 0.0065, 0.0136, 0.0067, 0.0150, -0.0001, -0.0028, 0.0363, 0.0151, 0.0510, 0.0012, 0.0069, 0.0005, 0.0006, -0.0001, 0.0006, -0.0005, 0.0014, 0.0001, -0.0170, 0.0032, -0.0028, -0.0010, -0.0003, 0.0014, -0.0058, 3.7326, -0.0007, 0.0003, -0.0016, 0.0023, -0.0018, -0.0021, -0.0001, 0.0183, 0.0061, -0.0015, -0.0007, 0.0143, 0.0008, 0.0319, 0.0019, -0.0028, 0.0019, 0.0054]}